[1]
Density functional theory data (ωB97M-V/def2-TZVPD) for a 11-piece molecular cluster, C32H91N5O11 overall.

Last column: Mulliken charge in e.
Element x y z (Å)
C1 -1.0824 -5.2776 1.2079  -1.571
C2 -0.0956 -4.1054 1.3684  1.237
C3 -0.7782 -2.7325 1.5716  0.591
O1 0.6061 -4.3106 2.5815  -0.559
H1 -0.4775 -6.1464 0.9443  0.434
H2 -1.9793 -5.0609 0.6286  0.134
H3 -1.4894 -5.6689 2.1421  0.402
H4 0.5127 -4.1576 0.4644  -0.259
H5 -1.5276 -2.7809 2.3616  0.464
H6 -1.3267 -2.5233 0.6523  -0.591
H7 -0.0460 -1.9465 1.7511  -0.550
H8 0.9581 -5.2037 2.5353  0.338
C4 -1.8061 6.5432 0.4648  -1.306
C5 -2.5575 5.7015 -0.5821  0.484
C6 -2.0430 4.2490 -0.6640  0.534
O2 -3.8422 5.6294 -0.1053  -0.602
H9 -2.1071 7.5911 0.4645  0.427
H10 -0.7562 6.5687 0.1707  0.253
H11 -1.9065 6.1581 1.4788  0.257
H12 -2.5310 6.1908 -1.5571  0.268
H13 -2.1237 3.7154 0.2833  -0.068
H14 -0.9915 4.1952 -0.9383  -0.962
H15 -2.6134 3.7152 -1.4250  0.444
H16 -4.3752 4.9298 -0.4904  0.333
C7 -3.2860 1.4667 3.3129  -0.771
C8 -4.1130 0.7137 2.2632  0.320
C9 -4.3714 1.4598 0.9656  -0.893
O3 -3.2909 -0.4548 1.9753  -0.607
H17 -3.1405 0.9370 4.2541  0.273
H18 -3.5911 2.4668 3.6237  0.443
H19 -2.3012 1.5738 2.8564  -0.179
H20 -5.0470 0.3905 2.7232  0.376
H21 -4.8996 0.8577 0.2259  0.266
H22 -3.4237 1.6612 0.4648  -0.128
H23 -4.9606 2.3560 1.1609  0.470
H24 -2.4935 -0.0806 1.5871  -0.220
C10 1.4906 -2.3798 -1.9975  -0.772
C11 1.3996 -3.3614 -3.1374  0.107
C12 0.6595 -4.6937 -2.8039  0.388
O4 1.3607 -5.4256 -1.8049  -0.389
C13 0.7618 -6.7086 -1.6246  -0.776
N1 0.6684 -2.7069 -4.1998  -0.693
H25 2.1486 -2.6590 -1.1741  0.530
H26 0.5022 -2.2361 -1.5579  -0.337
H27 1.8434 -1.3997 -2.3191  0.217
H28 2.4106 -3.5481 -3.5011  0.372
H29 0.5315 -5.2970 -3.7045  0.623
H30 -0.3513 -4.5085 -2.4363  -0.560
H31 0.9392 -7.2720 -2.5417  0.367
H32 -0.2770 -6.6916 -1.2936  0.268
H33 1.3443 -7.2209 -0.8584  0.254
H34 0.4741 -3.2719 -5.0148  0.302
H35 -0.2537 -2.4208 -3.8995  0.125
C14 6.6022 3.5060 -1.0300  -1.363
C15 6.5985 2.2767 -1.8547  0.453
C16 5.9982 1.1192 -1.0644  -0.982
O5 4.5888 1.3563 -0.8055  -0.014
C17 3.8602 0.1781 -0.7715  -0.804
N2 5.8236 2.4964 -3.0826  -0.774
H36 7.1213 3.3628 -0.0819  0.378
H37 5.5895 3.8411 -0.8012  0.239
H38 6.9552 4.3802 -1.5786  0.384
H39 7.6448 2.0775 -2.0890  0.319
H40 6.5051 0.7755 -0.1614  0.469
H41 6.1525 0.2357 -1.6873  0.400
H42 2.8317 0.4767 -0.5671  -0.252
H43 4.2574 -0.4637 0.0164  0.480
H44 3.8567 -0.3416 -1.7309  0.667
H45 6.1691 3.3344 -3.5296  0.302
H46 4.8517 2.6723 -2.8696  0.180
C18 -0.5361 -0.5459 4.6355  -1.027
C19 0.4243 -1.5851 5.2419  0.051
C20 -0.2577 -2.8424 5.7822  -0.608
O6 -1.2598 -2.4554 6.7195  -0.323
C21 -1.8464 -3.5685 7.3479  -0.781
N3 1.3443 -1.8483 4.1752  -0.358
H47 -1.3690 -0.3825 5.3191  0.556
H48 -0.9321 -0.9303 3.6955  0.130
H49 0.0047 0.3785 4.4349  0.081
H50 1.0308 -1.0769 5.9924  0.519
H51 0.5100 -3.3881 6.3345  0.468
H52 -0.6791 -3.5039 5.0239  0.271
H53 -2.6796 -3.2903 7.9932  0.269
H54 -1.1783 -4.1683 7.9681  0.302
H55 -2.2779 -4.2394 6.6028  0.319
H56 2.0631 -2.4505 4.5560  0.320
H57 0.8566 -2.4874 3.5592  -0.351
C22 2.5601 3.5603 -1.9427  -0.270
C23 1.6701 4.3932 -2.9373  0.279
C24 0.6982 3.5782 -3.7048  -1.044
O7 -0.1929 2.8506 -2.8131  0.121
C25 -1.0038 1.8606 -3.4526  -1.195
N4 0.9691 5.3886 -2.1851  -0.586
H58 1.9777 3.1515 -1.1162  -0.231
H59 3.3655 4.1439 -1.4981  0.268
H60 2.8799 2.6673 -2.4812  0.111
H61 2.3402 4.9241 -3.6149  0.412
H62 1.2492 2.8491 -4.3008  0.456
H63 0.0755 4.2149 -4.3347  0.466
H64 -1.4887 2.4473 -4.2341  0.550
H65 -1.8259 1.6117 -2.7811  0.140
H66 -0.4329 0.9555 -3.6603  0.358
H67 0.1879 4.9044 -1.7667  -0.179
H68 1.4996 5.7109 -1.3873  0.341
C26 -3.1823 -3.3906 -1.5037  -1.320
C27 -3.0309 -2.0284 -2.1113  2.126
C28 -3.1325 -1.9957 -3.6250  -1.376
O8 -2.2257 -2.9140 -4.2045  -0.234
C29 -2.2352 -2.9622 -5.6106  -0.929
N5 -4.0691 -1.1773 -1.4576  -0.619
H69 -4.0372 -3.9481 -1.8903  0.408
H70 -3.3425 -3.3911 -0.4257  0.577
H71 -2.3522 -4.0355 -1.7950  -0.298
H72 -2.0372 -1.6071 -1.9515  -0.682
H73 -3.0118 -0.9479 -3.9068  0.318
H74 -4.1519 -2.2004 -3.9591  0.516
H75 -3.2442 -2.9316 -6.0241  0.347
H76 -1.7884 -3.9035 -5.9298  0.258
H77 -1.6677 -2.1119 -5.9914  0.344
H78 -4.9335 -1.7016 -1.5012  0.309
H79 -3.8903 -1.2230 -0.4625  0.165
C30 0.0014 3.7739 2.5785  -0.022
O9 0.2193 5.1808 2.6187  -0.515
H80 0.2164 3.3674 1.5901  -0.320
H81 0.6833 3.2364 3.2379  0.250
H82 -1.0516 3.5974 2.7996  0.208
H83 0.2726 5.4232 3.5462  0.300
C31 -0.5044 0.7080 -0.2825  0.492
O10 -0.6845 0.6027 1.0989  1.654
H84 0.2397 -0.0015 -0.6489  -0.183
H85 -1.4632 0.6249 -0.7934  -0.296
H86 -0.0222 1.6621 -0.5024  -0.158
H87 0.1391 0.4082 1.5636  -0.541
C32 2.6825 1.1092 2.4691  -0.751
O11 1.6449 0.2207 2.2478  -0.278
H88 3.5803 0.5687 2.7694  0.262
H89 2.8145 1.6764 1.5475  0.123
H90 2.3576 1.8233 3.2273  0.292
H91 1.6989 -0.4417 2.9476  0.154

Atoms 1-3, force components in eV/Å:
C 0.0 -0.2 0.9
C -2.1 0.4 0.6
C 0.0 -1.1 -1.1

LUMO level (eV): 0.5046
Structure (SMILES): COC[C@H](C)N.COC[C@H](C)N.COC[C@H](C)N.COC[C@H](C)N.COC[C@H](C)N.CC(C)O.CC(C)O.CC(C)O.CO.CO.CO
Energy relative to the best compared isomer or geometry (same formula, charge and spin) (kcal/mol): 33.7
Kohn-Sham gap (eV): 9.37

=====

[2]
Density functional theory data (ωB97M-V/def2-TZVPD) for C2H3N2P as an isolated structure.

Last column: natural (NBO) charge in e.
Element x y z (Å)
C1 -0.7909 -0.5903 -0.1286  -0.302
C2 -2.0505 -0.5697 -0.1603  -0.052
N1 0.4735 -0.8206 0.2164  -0.492
N2 0.9399 0.5089 0.3492  -0.685
P1 -0.5563 1.3405 -0.0419  0.832
H1 0.9627 -1.6077 -0.1533  0.400
H2 1.0418 0.5494 1.3525  0.352
H3 -0.0202 1.1894 -1.4340  -0.053

Atoms 1-3, force components in eV/Å:
C -1.6 -0.5 0.4
C -1.1 0.7 -0.3
N 0.3 -1.1 0.1

LUMO level (eV): -0.0658
Energy relative to the best compared isomer or geometry (same formula, charge and spin) (kcal/mol): 128.2
Kohn-Sham gap (eV): 8.38

=====

> energy relative to the best compared isomer or geometry (same formula, charge and spin) of number 1 (C32H91N5O11)?

33.7 kcal/mol